{
  "formula": "C15H22N2O4",
  "method": "ωB97M-V/def2-TZVPD",
  "e_lumo_ev": 0.6311,
  "charge": 0,
  "largest_force_ha_per_bohr": 0.0392,
  "smiles": "O=C([C@H](CO)NC(=O)[C@H]1C[C@@]2(C1)C[C@]21CC1)N1CCCO1",
  "homo_ev": -9.0,
  "de_lowest_ev": 5.935,
  "orbital_gap_ev": 9.619,
  "symbols": ["O", "C", "C", "C", "O", "N", "C", "O", "C", "C", "C", "C", "C", "C", "C", "C", "N", "C", "C", "C", "O", "H", "H", "H", "H", "H", "H", "H", "H", "H", "H", "H", "H", "H", "H", "H", "H", "H", "H", "H", "H", "H", "H"],
  "xyz": [[-3.28, 0.84, -0.74], [-2.89, -0.32, -0.77], [-1.70, -0.74, 0.09], [-2.17, -1.02, 1.52], [-3.12, -2.08, 1.52], [-0.79, 0.38, 0.12], [0.51, 0.23, 0.48], [0.97, -0.85, 0.83], [1.36, 1.47, 0.38], [2.39, 1.51, -0.79], [3.40, 2.09, 0.19], [2.55, 1.61, 1.36], [4.09, 3.39, -0.09], [4.86, 2.10, -0.03], [5.74, 1.62, 1.09], [5.75, 0.91, -0.23], [-3.55, -1.25, -1.53], [-5.01, -1.36, -1.47], [-5.23, -2.73, -0.86], [-4.05, -3.49, -1.43], [-2.97, -2.55, -1.47], [-1.19, -1.61, -0.31], [-1.29, -1.29, 2.10], [-2.61, -0.10, 1.92], [-3.27, -2.36, 2.43], [-1.16, 1.28, -0.13], [0.75, 2.38, 0.38], [2.66, 0.48, -1.06], [2.13, 2.07, -1.68], [2.41, 2.25, 2.23], [2.87, 0.61, 1.69], [3.92, 3.91, -1.03], [4.32, 4.04, 0.74], [6.63, 2.21, 1.25], [5.29, 1.22, 1.99], [5.18, -0.01, -0.32], [6.63, 0.94, -0.86], [-5.38, -0.53, -0.87], [-5.43, -1.29, -2.47], [-5.15, -2.68, 0.23], [-6.19, -3.16, -1.14], [-3.72, -4.32, -0.81], [-4.26, -3.85, -2.44]],
  "lowdin_charge": [0.082, -0.379, -0.192, -0.173, -0.046, 0.115, -0.448, 0.065, -0.186, -0.039, -0.374, -0.046, 0.018, -0.323, -0.091, -0.060, -0.008, -0.110, -0.135, -0.166, -0.084, 0.152, 0.124, 0.131, 0.097, 0.137, 0.145, 0.123, 0.115, 0.117, 0.118, 0.100, 0.107, 0.101, 0.100, 0.103, 0.095, 0.128, 0.124, 0.099, 0.117, 0.126, 0.120]
}